No. 1
ORCA calculation (ωB97M-V/def2-TZVPD) on a structure of composition C32H26CaFNO4SbSe4Si.

XYZ file:
```
71
Properties=species:S:1:pos:R:3:forces:R:3:mulliken_charge:R:1
Ca -0.859 -1.211 1.277 0.9 -0.4 -0.7 1.36
C -3.756 -2.064 -5.765 -0.1 -1.2 -0.3 -1.99
C -2.258 -1.823 -5.870 -0.1 0.8 0.7 0.85
C -1.916 -0.978 -7.093 0.0 -0.3 0.1 -1.18
C -0.413 -0.723 -7.222 -0.6 0.1 -0.4 -0.93
C 0.281 -0.595 -5.873 -0.3 0.2 -1.1 0.88
C 1.552 -0.118 -5.872 0.6 0.3 0.5 -0.71
C 2.172 0.275 -4.675 -0.1 -0.3 -0.6 0.18
F 3.323 0.979 -4.774 0.1 -0.4 0.1 -0.33
C 1.618 0.010 -3.465 -2.2 -0.5 0.0 -1.10
C 0.261 -0.518 -3.440 1.0 0.2 0.1 -0.13
C -0.539 -0.673 -2.167 1.6 1.2 0.2 0.91
O 0.046 -0.538 -1.083 0.4 -0.5 0.5 -0.88
C -1.942 -0.788 -2.296 0.6 -0.1 1.1 -0.17
C -2.431 -1.043 -3.503 -1.5 -0.8 -0.8 -0.14
N -1.719 -1.100 -4.628 -0.3 -1.4 -2.3 0.24
C -0.365 -0.789 -4.652 -0.7 0.4 0.7 -0.18
C -2.940 -0.748 -1.151 -0.9 0.6 -1.8 0.03
O -4.116 -0.641 -1.527 0.2 -0.2 0.8 -0.78
O -2.475 -0.780 0.006 -0.7 0.1 0.8 -0.62
H -4.091 -2.519 -6.704 0.1 0.3 -0.2 0.46
H -4.380 -1.191 -5.575 0.2 0.0 0.2 0.38
H -3.951 -2.895 -5.070 -0.1 0.7 0.3 0.50
H -1.783 -2.822 -5.959 0.1 0.6 0.3 0.13
H -2.424 -0.039 -7.008 -0.5 0.7 0.3 0.37
H -2.357 -1.448 -7.983 0.4 0.0 0.1 0.40
H -0.258 0.146 -7.914 0.1 -0.5 1.0 0.36
H -0.021 -1.554 -7.777 0.6 -0.6 -0.1 0.41
H 2.036 -0.020 -6.824 0.4 0.4 -0.2 0.50
H 2.097 0.280 -2.558 0.3 0.2 0.7 0.91
H -3.502 -1.271 -3.529 0.4 0.2 -0.3 0.64
Se 0.794 -6.188 0.808 -4.6 -6.6 -1.3 -0.31
Sb -0.019 -4.868 2.940 0.3 -0.3 -0.7 0.85
Se -2.065 -3.743 2.084 0.5 -0.4 0.5 -0.49
Se 0.979 -5.690 4.986 -0.6 0.2 -0.4 -0.53
Se 1.880 -4.515 1.291 4.2 7.1 1.9 -0.22
O 0.129 -0.181 2.789 -1.1 -0.8 -0.2 0.33
Si 0.683 1.040 3.604 1.2 0.8 0.1 -0.85
C -0.631 2.428 3.770 -0.6 -1.7 -0.6 0.21
C -0.634 3.729 4.203 -0.4 1.4 0.5 -0.22
C -1.776 4.578 4.119 0.4 -0.1 0.1 -0.31
C -2.974 4.092 3.580 0.8 0.0 -0.1 -0.61
C -2.944 2.767 3.140 -0.4 -0.5 -0.3 -0.55
C -1.858 1.927 3.244 1.3 1.8 0.5 -0.40
C 2.053 1.544 2.343 0.7 0.7 -0.6 0.40
C 2.023 2.713 1.538 0.0 -1.0 0.2 -0.24
C 2.834 2.866 0.404 -0.1 -0.9 0.8 -0.76
C 3.724 1.863 0.033 -0.2 -0.4 0.5 -0.40
C 3.806 0.705 0.813 -0.4 0.5 0.2 -0.69
C 2.992 0.560 1.934 0.1 0.3 0.6 -0.28
C 1.295 0.296 5.245 -0.4 1.2 -1.9 0.75
C 1.082 -1.076 5.340 0.4 0.4 0.9 -0.34
C 1.603 -1.731 6.453 0.0 -0.3 0.0 -0.45
C 2.368 -1.023 7.388 -0.8 0.4 -0.9 -0.62
C 2.561 0.353 7.243 0.8 0.6 1.1 -0.39
C 2.018 1.037 6.157 0.4 -0.6 0.9 -0.59
H 0.259 4.176 4.639 0.0 -0.1 -0.1 0.32
H -1.636 5.626 4.451 -0.4 -0.8 -0.2 0.31
H -3.867 4.708 3.398 0.6 -0.3 0.3 0.34
H -3.751 2.313 2.610 -1.0 0.2 -0.1 0.41
H -1.843 0.954 2.806 -0.4 -0.4 0.0 0.38
H 1.287 3.481 1.739 0.0 0.1 0.2 0.34
H 2.722 3.761 -0.150 0.1 0.7 -0.7 0.43
H 4.367 1.925 -0.829 0.0 0.3 -0.3 0.44
H 4.516 -0.073 0.558 -0.1 0.0 0.0 0.39
H 3.148 -0.323 2.559 -0.3 0.1 -0.2 0.33
H 0.501 -1.512 4.534 0.1 -0.4 0.3 0.40
H 1.415 -2.797 6.608 0.1 0.3 -0.1 0.29
H 2.741 -1.551 8.233 0.4 -0.2 0.6 0.40
H 3.145 0.920 8.025 -0.6 -0.7 -0.9 0.27
H 2.185 2.110 6.046 -0.1 -0.3 0.0 0.31
```
Forces are in eV/Å.

**ΔE to the lowest compared entry with this formula, charge and spin**: 222.1 kJ/mol
**Energy**: -12503.9791 Eh
**HOMO energy**: -4.70 eV
**Kohn-Sham gap**: 5.71 eV
**Total charge**: -1
**Largest force on an atom**: 8.5 eV/Å
**Spin multiplicity**: 1
**M**: 1013.3 g mol⁻¹

No. 2
ORCA calculation (ωB97M-V/def2-TZVPD) on a cluster of 14 separate species, C41H75N7O13S6 in total.

XYZ file:
```
142
Properties=species:S:1:pos:R:3:forces:R:3:mulliken_charge:R:1
C -1.380 -5.769 -0.546 -0.5 0.4 -0.5 -0.20
C -0.573 -6.800 0.138 1.4 -1.8 0.7 0.44
O -0.319 -7.879 -0.391 -0.3 1.4 0.8 -0.60
C -0.075 -6.415 1.564 -0.3 -0.1 -0.5 -0.66
H -2.431 -6.051 -0.474 -0.2 0.0 0.2 0.38
H -1.179 -5.778 -1.617 0.2 0.1 0.0 0.30
H -1.234 -4.785 -0.101 -0.1 0.0 -0.2 -0.28
H 0.842 -6.881 1.926 0.1 -0.1 -0.6 0.35
H -0.802 -6.712 2.320 -0.4 0.0 -0.1 0.36
H 0.001 -5.328 1.614 0.1 0.0 0.1 -0.11
C -0.749 0.894 4.859 -0.1 -0.4 0.1 0.10
C -2.087 0.690 5.452 0.4 0.4 0.3 0.18
N -3.108 0.572 5.971 0.4 -0.1 -0.4 -0.50
H -0.852 1.208 3.820 0.1 0.0 0.1 -0.16
H -0.198 -0.046 4.890 -0.2 -0.1 -0.3 -0.04
H -0.123 1.590 5.419 -0.5 0.3 0.1 0.51
C -1.303 -2.717 5.358 1.0 -0.1 -0.6 -0.39
C -0.057 -3.511 5.079 -2.2 0.3 0.5 0.42
N 0.866 -4.163 4.918 0.8 -0.3 -0.2 -0.47
H -1.849 -2.531 4.434 0.3 0.0 -0.1 0.06
H -0.908 -1.769 5.722 -0.5 0.0 0.2 0.01
H -2.024 -3.162 6.043 0.6 -0.2 0.2 0.43
C 0.702 6.124 0.906 0.0 0.6 0.5 -0.41
C 1.685 6.111 -0.134 2.7 -0.3 -2.1 0.44
N 2.488 6.105 -0.982 -1.7 0.1 1.6 -0.53
H -0.213 6.431 0.398 -0.4 -0.5 0.6 0.05
H 0.979 6.869 1.652 0.0 0.3 -0.1 0.50
H 0.687 5.191 1.469 -0.5 -0.2 -0.5 0.03
C 7.197 -0.374 -1.475 -0.2 -0.3 0.6 -0.90
C 5.871 -0.774 -0.986 -1.8 -0.4 0.2 0.47
N 4.816 -1.020 -0.556 1.8 0.4 -0.7 -0.42
H 7.749 -1.182 -1.956 -0.3 -0.1 -0.1 0.33
H 7.719 -0.154 -0.543 0.4 0.5 -0.2 0.25
H 7.130 0.480 -2.149 0.0 0.0 0.2 0.29
C -4.957 0.672 2.920 0.0 0.7 0.4 -0.46
C -5.773 0.963 1.741 2.1 -1.2 3.6 0.26
N -6.366 1.218 0.825 -2.0 0.9 -3.3 -0.48
H -4.732 1.623 3.401 0.5 0.2 -0.4 0.24
H -4.046 0.164 2.603 -0.1 0.0 0.2 -0.04
H -5.450 0.171 3.753 -0.3 -0.6 -0.6 0.54
C 5.270 0.314 3.338 -0.1 -0.1 -0.2 0.26
C 6.621 0.690 2.925 2.0 0.9 -0.7 0.17
N 7.702 1.016 2.623 -2.3 -0.8 0.5 -0.47
H 5.329 -0.660 3.823 -0.2 0.1 0.2 0.29
H 4.581 0.233 2.498 0.4 -0.1 -0.2 -0.54
H 4.829 1.084 3.971 0.3 -0.1 0.3 0.36
C 3.926 3.405 -1.104 1.3 -0.7 0.6 -0.59
C 3.802 3.557 0.373 -0.3 0.3 -1.0 0.60
N 3.682 3.697 1.509 0.0 -0.2 -0.2 -0.58
H 4.684 4.070 -1.519 -0.7 0.9 0.2 0.41
H 2.996 3.355 -1.670 0.1 0.4 0.3 0.00
H 4.508 2.501 -1.281 -0.5 -0.7 0.2 0.21
C 3.764 -4.247 1.263 1.0 -0.9 0.6 0.13
C 4.414 -3.640 2.512 0.8 0.1 0.1 -0.38
C 4.727 -4.781 3.469 0.4 -1.2 -0.2 -0.97
S 5.231 -6.277 2.413 -0.9 0.7 0.3 1.10
O 4.354 -7.388 2.756 0.5 0.8 -0.4 -0.62
O 6.665 -6.528 2.364 -1.0 0.6 0.2 -0.65
C 4.694 -5.455 0.879 -0.9 0.1 -0.4 -0.89
H 3.659 -3.482 0.494 0.0 -0.3 -0.2 0.13
H 2.788 -4.611 1.584 -0.2 -0.1 -0.3 0.03
H 3.748 -2.903 2.960 0.0 -0.1 0.2 0.24
H 5.339 -3.114 2.273 0.1 0.1 -0.3 0.19
H 3.817 -5.022 4.018 0.2 -0.5 0.1 0.35
H 5.590 -4.733 4.133 -0.2 0.7 0.1 0.49
H 4.183 -6.243 0.325 -0.1 0.1 -0.1 0.46
H 5.558 -5.148 0.290 0.1 0.1 0.3 0.38
C 1.942 0.676 1.725 -1.0 -1.5 -0.1 -0.17
C 0.838 1.397 0.904 -0.4 -0.7 0.8 -0.16
C -0.484 0.489 0.767 1.8 -0.7 -0.3 0.17
S 0.049 -1.286 1.273 1.1 2.3 -0.3 0.04
O -0.160 -2.256 0.209 -0.2 0.2 0.7 0.04
O -0.430 -1.513 2.629 0.0 -0.2 -0.7 -0.21
C 1.858 -0.853 1.366 -0.7 0.5 0.1 0.39
H 1.723 0.806 2.785 0.1 -0.1 0.1 0.20
H 2.932 1.092 1.540 -0.2 -0.1 -0.2 0.13
H 1.301 1.654 -0.048 -0.6 -0.1 -0.3 -0.06
H 0.641 2.337 1.420 -0.3 0.0 -0.2 -0.03
H -0.782 0.481 -0.281 -0.1 -0.3 0.1 -0.35
H -1.374 0.668 1.371 0.3 0.4 0.2 0.34
H 2.263 -1.075 0.379 0.0 0.1 0.0 0.09
H 2.310 -1.541 2.081 -0.1 0.1 0.1 -0.39
C -4.542 -3.161 -2.081 1.8 -0.1 -0.1 -0.62
C -5.402 -2.044 -2.618 -0.3 -0.1 -1.0 -0.66
C -5.364 -0.918 -1.638 0.5 -0.1 1.9 -0.73
S -3.610 -0.904 -0.944 0.0 -1.9 -1.9 1.27
O -3.560 -1.148 0.491 -0.1 0.4 -0.9 -0.68
O -2.877 0.210 -1.537 -0.3 -0.2 0.5 -0.70
C -3.151 -2.505 -1.917 -0.4 1.2 0.5 -0.22
H -4.467 -3.943 -2.836 -0.1 -0.2 0.3 0.36
H -4.940 -3.549 -1.144 0.0 -0.1 0.0 0.37
H -6.392 -2.489 -2.715 -0.3 0.6 -0.1 0.39
H -5.070 -1.693 -3.595 0.1 -0.3 -0.2 0.30
H -5.997 -1.295 -0.836 0.1 0.8 0.5 0.34
H -5.605 0.112 -1.903 -0.1 -0.3 -0.2 0.37
H -2.239 -2.939 -1.508 -0.6 -0.5 0.7 -0.12
H -2.825 -2.237 -2.922 -0.1 0.6 0.0 0.08
C -4.869 5.378 -0.728 0.0 -1.4 0.0 -0.62
C -4.885 3.979 -1.494 1.2 0.8 -0.1 -0.85
C -3.676 3.113 -0.966 -0.5 0.3 1.2 1.46
S -3.056 3.941 0.617 -2.6 -1.7 -1.0 0.60
O -1.910 4.732 0.253 0.3 0.2 0.7 -0.44
O -3.085 2.956 1.717 0.7 1.5 -1.2 -0.49
C -4.509 5.050 0.738 0.3 0.3 -0.6 -0.84
H -5.849 5.843 -0.834 0.1 0.0 0.3 0.45
H -4.136 6.050 -1.174 0.1 -0.1 0.0 0.18
H -4.763 4.214 -2.551 0.4 -0.1 -0.1 0.44
H -5.866 3.506 -1.523 0.1 -0.3 1.0 0.44
H -2.829 2.977 -1.638 -0.1 0.4 0.0 -0.68
H -3.897 2.111 -0.598 -0.5 0.2 -0.2 -0.55
H -4.180 5.908 1.324 -0.2 0.0 0.1 0.51
H -5.358 4.533 1.184 0.3 -0.2 0.3 0.35
C 0.466 -1.029 -2.615 -1.1 -2.0 0.1 1.52
C 0.506 -0.572 -4.060 0.2 0.8 0.2 -0.68
C 0.083 -1.643 -5.049 0.0 -1.4 0.6 -0.88
S 0.481 -3.291 -4.226 1.2 0.7 0.0 1.12
O 1.607 -3.949 -4.909 -1.6 0.8 1.0 -0.70
O -0.750 -4.027 -3.969 0.6 0.5 -0.2 -0.58
C 1.059 -2.462 -2.684 0.6 0.7 0.0 -0.88
H -0.557 -1.051 -2.240 -0.1 0.0 0.0 -0.87
H 1.024 -0.420 -1.904 0.2 0.1 -0.3 -0.21
H 1.558 -0.345 -4.236 -0.1 0.4 -0.4 0.39
H -0.121 0.314 -4.154 0.3 0.2 -0.3 0.11
H 0.627 -1.558 -5.989 -0.2 -0.3 0.1 0.46
H -0.990 -1.761 -5.201 0.0 0.4 -0.1 0.39
H 2.107 -2.233 -2.881 0.3 -0.6 -0.1 0.51
H 1.003 -3.063 -1.777 -0.4 -0.1 -0.3 0.26
C -2.162 5.145 -3.866 -1.7 -0.3 -0.5 0.14
C -1.306 6.371 -3.979 1.2 -1.0 0.2 -0.89
C -0.202 6.112 -2.959 0.0 0.1 0.0 -0.54
S 0.188 4.294 -3.022 0.9 1.2 -0.9 1.11
O 0.130 3.729 -1.679 0.2 0.2 -1.1 -0.13
O 1.347 4.078 -3.904 -1.2 0.0 1.3 -0.80
C -1.307 3.895 -3.963 0.6 -0.3 0.5 -0.51
H -2.898 5.167 -4.669 -0.2 -0.3 0.0 0.49
H -2.723 5.174 -2.932 0.1 -0.2 0.2 -0.52
H -1.823 7.308 -3.769 0.0 -0.1 -0.2 0.40
H -0.838 6.341 -4.963 -0.2 0.6 -0.2 0.38
H -0.639 6.264 -1.972 0.5 0.1 0.2 -0.04
H 0.646 6.749 -3.211 0.3 -0.5 0.7 0.50
H -1.673 2.979 -3.499 -0.4 0.1 -0.1 -0.13
H -0.969 3.654 -4.971 0.0 0.2 0.0 0.45
```
Forces are in eV/Å.

**Energy**: -5357.5890 Eh
**HOMO energy**: -9.15 eV
**Kohn-Sham gap**: 9.06 eV
**Largest force on an atom**: 4.3 eV/Å
**Spin multiplicity**: 1
**M**: 1066.5 g mol⁻¹